Entry 1:
A molecular structure, C19H13BaN4O4S, computed with ωB97M-V/def2-TZVPD.

Calculated values
**Lowest unoccupied orbital energy**: -3.863 eV

Structure (ORCA input):
```
! wB97M-V def2-TZVPD RIJCOSX def2/J DEFGRID3
* xyz 1 1
Ba -12.69772 -10.30137 -0.21473
O -12.22533 -14.21328 2.55493
C -12.43789 -12.94561 2.11459
O -11.53843 -12.20706 1.61362
C -13.86396 -12.43018 2.29861
C -14.78394 -13.17381 3.07132
C -16.04586 -12.61910 3.23497
C -16.38099 -11.34370 2.76248
C -15.39441 -10.72593 1.94562
N -14.16376 -11.26071 1.73167
C -15.79154 -9.48323 1.19891
O -17.03351 -9.20746 1.31144
O -14.87028 -8.78996 0.57637
H -11.36907 -14.51651 2.18148
H -14.59785 -14.17664 3.32093
H -16.79010 -13.21157 3.76207
H -17.43765 -11.01245 2.76852
N -8.13979 -11.26889 -0.96632
C -8.07728 -12.56344 -1.38522
C -7.14043 -13.51399 -0.92872
C -7.42796 -14.79809 -1.00611
C -8.48718 -15.38456 -1.79522
C -9.43455 -14.45023 -2.21367
C -9.22816 -13.01465 -2.03025
S -10.27659 -11.84544 -2.81018
N -10.37093 -10.67385 -1.56308
C -9.24086 -10.46402 -0.87240
C -9.16749 -9.54294 0.25469
C -8.08585 -9.43331 1.16048
C -8.14244 -8.27192 2.00589
C -9.33892 -7.65587 2.20148
C -10.41849 -7.91905 1.36883
N -10.29631 -8.78838 0.42925
H -7.31587 -10.86465 -0.43890
H -6.23878 -13.08722 -0.49578
H -6.75135 -15.44367 -0.43404
H -8.66754 -16.45226 -1.88585
H -10.48390 -14.70475 -2.57155
H -7.24613 -10.15716 1.12739
H -7.18209 -8.02044 2.52602
H -9.41842 -6.91589 3.01110
H -11.36865 -7.38147 1.45783
*
```



Entry 2:
A molecular structure, C19H13F3N2O2, computed with ωB97M-V/def2-TZVPD.

Calculated values
**Lowest unoccupied orbital energy**: -1.791 eV

Structure (ORCA input):
```
! wB97M-V def2-TZVPD RIJCOSX def2/J DEFGRID3
* xyz 0 1
O 1.06288 3.81060 1.80756
C 0.75474 2.72753 1.18003
N 1.60862 2.34551 0.04357
C 1.55268 1.40861 -0.74392
C 2.61107 0.94595 -1.14194
C 2.86396 -0.19415 -1.95152
C 1.72812 -0.69981 -2.32062
C 0.38815 -0.08383 -2.27408
C 0.43793 1.00192 -1.39358
F -0.79083 1.49376 -0.99759
H -0.34490 -0.56732 -2.71274
F 1.70008 -1.68529 -3.50157
H 3.61041 -0.57718 -2.27495
F 4.02011 1.25461 -0.76175
H 2.45866 3.11113 0.03639
C -0.12309 1.91242 1.69469
C -1.48584 2.44641 2.16931
C -2.41663 1.61248 2.52189
C -2.30963 0.16946 2.26537
N -0.97723 -0.33532 2.05320
C -0.01113 0.56669 1.56292
O 1.28051 -0.09719 1.36833
C -0.86301 -1.78762 1.88410
C -1.50081 -2.38312 0.82101
C -1.79334 -3.65064 0.36943
C -2.40886 -4.38017 -0.45180
C -3.02009 -3.47238 -1.28803
C -2.80475 -2.23026 -1.48890
C -2.12890 -1.53356 -0.15938
H -2.18184 -0.52248 -0.14025
H -3.25805 -1.56755 -2.23674
H -3.46722 -3.90504 -2.33209
H -2.39947 -5.43831 -0.50186
H -1.37324 -4.24152 1.52083
H 0.10386 -1.88116 1.91129
H -1.23485 -2.29672 2.72702
H -3.14968 -0.38079 2.55032
H -3.23556 1.87260 2.90346
H -1.48809 3.50094 1.98301
*
```



Entry 3:
A molecular structure, C19H14Br2N3O4S3W, computed with ωB97M-V/def2-TZVPD.

Calculated values
**Lowest unoccupied orbital energy (alpha / beta)**: -7.239 / -7.237 eV

Structure (ORCA input):
```
! wB97M-V def2-TZVPD RIJCOSX def2/J DEFGRID3
* xyz 1 1
W 0.79853 0.48889 -0.04534
N 1.02088 1.47175 1.83368
C 1.26715 2.89382 1.61628
C 2.24214 3.32960 0.53816
C 1.76548 3.05680 -0.91752
O 2.30387 3.51916 -1.88686
O 0.63914 2.32078 -0.92293
H 0.07102 1.45033 2.32064
H 1.70263 1.07850 2.43924
H 1.66547 3.22402 2.60191
H 0.29014 3.39688 1.47405
H 3.24315 2.96568 0.74083
H 2.31344 4.42960 0.66433
S 1.94801 -0.04108 -1.97198
C 2.39102 -1.71027 -1.57205
C 2.61922 -2.53051 -2.65335
C 2.69224 -3.90790 -2.41511
C 2.69955 -4.80374 -3.56536
N 2.65617 -5.53795 -4.43986
C 2.84487 -4.40641 -1.08599
C 2.83296 -3.50971 0.01540
C 2.52286 -2.18125 -0.22165
S 2.03947 -1.12214 1.12680
C 3.07141 -5.80759 -0.82336
N 3.23943 -6.93564 -0.62363
H 2.58523 -2.15243 -3.69129
H 2.89208 -3.92969 1.00982
Br -1.08077 1.87122 4.67923
C -1.59876 -0.02699 4.84268
Br -1.02559 -0.96644 3.23764
H -2.68540 0.01290 4.94169
H -1.14044 -0.41511 5.74215
O -3.67355 2.22236 1.93889
C -2.70228 2.00905 1.14742
O -1.47096 2.31855 1.29949
C -3.13417 1.32038 -0.15475
C -4.36649 1.74572 -0.65616
C -4.90296 1.35265 -1.90015
C -4.24577 0.35091 -2.60464
C -2.99536 -0.08367 -2.12978
C -2.48830 0.35633 -0.91464
S -1.10149 -0.57037 -0.48757
H -4.90815 2.43953 -0.04257
H -5.79659 1.85613 -2.27538
H -4.68219 -0.11113 -3.50324
H -2.35830 -0.73149 -2.70519
*
```



Entry 4:
A molecular structure, C19H14Cl2IIrN4O2S2, computed with ωB97M-V/def2-TZVPD.

Calculated values
**Lowest unoccupied orbital energy (alpha / beta)**: -4.497 / -6.672 eV

Structure (ORCA input):
```
! wB97M-V def2-TZVPD RIJCOSX def2/J DEFGRID3
* xyz 1 2
Ir -0.09859 1.12618 0.76114
C 3.17634 -1.60391 2.22953
C 2.40210 -2.10061 1.05075
N 2.83203 -3.15451 0.40172
C 2.14137 -3.62054 -0.65133
C 0.97666 -3.06059 -1.12078
C 0.29689 -3.65949 -2.33109
O -1.06673 -4.00101 -2.10982
C 0.48983 -1.90784 -0.46263
C -0.76887 -1.33874 -0.87123
N -1.20197 -0.17885 -0.51002
C -2.54602 0.17294 -0.84560
C -3.05074 -0.00937 -2.12536
C -4.36511 0.33260 -2.40774
C -5.18136 0.86074 -1.41990
C -4.68695 1.05868 -0.13664
C -3.37730 0.71581 0.13160
I -2.56021 1.01343 2.04986
C 1.20421 -1.42752 0.64767
O 0.86623 -0.40936 1.41409
H 4.13933 -2.10557 2.25646
H 2.63751 -1.81614 3.15512
H 3.32462 -0.52571 2.17791
H 2.55515 -4.49764 -1.13569
H 0.86603 -4.53033 -2.66094
H 0.29826 -2.94754 -3.15839
H -1.10905 -4.79740 -1.56961
H -1.41805 -1.97777 -1.46468
H -2.40697 -0.39800 -2.90437
H -4.74751 0.19236 -3.40920
H -6.20439 1.12987 -1.64292
H -5.31866 1.47650 0.63511
S 0.83275 2.30277 2.54520
C 2.35279 2.30446 1.71313
S 1.94656 1.91482 0.06235
C 3.58438 2.53179 2.22094
C 3.73004 2.83945 3.60794
N 3.78716 3.09566 4.72673
C 4.72655 2.46246 1.36315
N 5.64025 2.37151 0.67178
Cl -0.91123 2.89368 -0.90323
C -0.86134 4.57018 -0.20917
Cl -1.89007 4.73551 1.18491
H -1.21081 5.21247 -1.00908
H 0.17481 4.75458 0.05236
*
```



Entry 5:
C19H14Cl2N2O2S in the gas phase, computed with ωB97M-V/def2-TZVPD.

Calculated values
**Lowest unoccupied orbital energy**: -0.802 eV
**SMILES**: O=C1NC(=S)NC(=O)C1[C@@H](/C=C/c1ccc(Cl)cc1)c1ccc(Cl)cc1

Structure (ORCA input):
```
! wB97M-V def2-TZVPD RIJCOSX def2/J DEFGRID3
* xyz 0 1
Cl -6.72943 1.48612 2.64684
C -5.21442 0.69565 2.64893
C -5.15673 -0.71754 2.59993
C -3.91563 -1.33592 2.53735
C -2.71002 -0.58136 2.53828
C -1.42322 -1.20998 2.39947
C -0.22318 -0.61187 2.57876
C 1.05724 -1.38017 2.55592
C 2.18926 -0.48132 2.07278
C 3.06992 -0.81701 1.03866
C 4.25469 -0.09594 0.82154
C 4.51349 1.03560 1.62451
Cl 5.95229 1.94446 1.38164
C 3.58726 1.45600 2.59426
C 2.39834 0.72347 2.74279
C -2.80913 0.82903 2.58071
C -4.04101 1.47354 2.64340
H -6.08466 -1.28516 2.57311
H -3.84894 -2.42480 2.40834
H -1.43447 -2.28841 2.25590
H -0.23165 0.49301 2.73620
H 0.93188 -2.26226 1.91201
H 2.89610 -1.73220 0.45493
H 4.98008 -0.38035 0.05208
H 3.79058 2.34122 3.20337
H 1.68635 1.03298 3.51761
H -1.90107 1.43349 2.46314
H -4.09572 2.56490 2.64690
C 1.46253 -2.39805 3.82150
C 0.49821 -3.34352 4.47058
O -0.62998 -3.01836 4.86126
N 0.78969 -4.72954 4.60568
C 1.96263 -5.38788 4.25337
S 2.13513 -7.05766 4.11109
N 2.96507 -4.44309 4.06874
C 2.82679 -3.03490 3.90300
O 3.87804 -2.42953 3.77240
H 1.48483 -1.48357 4.43006
H 0.00878 -5.37840 4.79317
H 3.88390 -4.86566 3.84979
*
```



Computed values of energy above the lowest of the compared OMol25 structures with the same formula, charge and spin (unit: kcal per mole) for the preceding records, in sequence: 24.8; 361.8; 0.0; 21.6; 0.0.